{
  "formula": "C54H119N5O8",
  "method": "ωB97M-V/def2-TZVPD",
  "relative_energy_kj_mol": 257.7,
  "smiles": "CC1(C)CCCC(C)(C)N1O.CC1(C)CCCC(C)(C)N1O.CC1(C)CCCC(C)(C)N1O.CC1(C)CCCC(C)(C)N1O.CC1(C)CCCC(C)(C)N1O.CC(C)O.CC(C)O.CC(C)O",
  "lumo_ev": 0.4,
  "homo_lumo_gap_ha": 0.3017,
  "fmax_ev_per_a": 2.6,
  "elements": ["C", "C", "C", "C", "C", "C", "C", "C", "C", "N", "O", "H", "H", "H", "H", "H", "H", "H", "H", "H", "H", "H", "H", "H", "H", "H", "H", "H", "H", "H", "C", "C", "C", "C", "C", "C", "C", "C", "C", "N", "O", "H", "H", "H", "H", "H", "H", "H", "H", "H", "H", "H", "H", "H", "H", "H", "H", "H", "H", "H", "C", "C", "C", "C", "C", "C", "C", "C", "C", "N", "O", "H", "H", "H", "H", "H", "H", "H", "H", "H", "H", "H", "H", "H", "H", "H", "H", "H", "H", "H", "C", "C", "C", "C", "C", "C", "C", "C", "C", "N", "O", "H", "H", "H", "H", "H", "H", "H", "H", "H", "H", "H", "H", "H", "H", "H", "H", "H", "H", "H", "C", "C", "C", "C", "C", "C", "C", "C", "C", "N", "O", "H", "H", "H", "H", "H", "H", "H", "H", "H", "H", "H", "H", "H", "H", "H", "H", "H", "H", "H", "C", "C", "C", "O", "H", "H", "H", "H", "H", "H", "H", "H", "C", "C", "C", "O", "H", "H", "H", "H", "H", "H", "H", "H", "C", "C", "C", "O", "H", "H", "H", "H", "H", "H", "H", "H"],
  "xyz": [[3.1767, -3.3468, -3.9712], [3.7544, -4.6647, -3.4213], [5.3047, -4.6316, -3.5581], [3.3645, -4.7110, -1.9298], [3.4969, -6.0972, -1.3349], [2.7117, -7.1085, -2.1185], [3.2140, -7.1785, -3.6123], [4.5178, -7.9965, -3.7762], [2.0416, -7.9080, -4.3094], [3.1471, -5.8031, -4.0988], [3.2539, -5.7140, -5.5154], [3.5358, -2.4557, -3.4625], [3.4326, -3.1981, -5.0253], [2.0879, -3.4527, -3.9748], [5.6321, -5.1220, -4.4745], [5.7043, -3.6583, -3.2832], [5.7203, -5.3387, -2.8266], [3.9677, -4.1166, -1.2359], [2.3350, -4.3942, -1.7420], [4.5336, -6.4340, -1.2131], [3.1449, -6.1127, -0.2937], [1.6437, -6.8989, -2.1414], [2.9084, -8.0661, -1.6276], [5.3460, -7.2874, -3.7978], [4.5000, -8.5619, -4.7032], [4.6733, -8.5903, -2.8771], [1.1265, -7.3158, -4.2728], [1.7762, -8.8718, -3.8698], [2.2932, -8.0803, -5.3576], [2.5028, -5.1452, -5.7211], [2.5920, 0.0587, -1.2827], [1.2085, 0.7105, -1.2322], [1.2065, 2.0017, -2.0685], [0.1702, -0.2835, -1.7542], [-1.2872, 0.1549, -1.5899], [-1.4755, 0.3627, -0.0999], [-0.4921, 1.2770, 0.6228], [-1.0353, 2.7583, 0.4645], [-0.6033, 0.9427, 2.1277], [0.8504, 0.9649, 0.1746], [1.8759, 1.7564, 0.7771], [2.7506, -0.4244, -2.2504], [3.3709, 0.7941, -1.0989], [2.6283, -0.7796, -0.5827], [1.0317, 1.6899, -3.1013], [0.4494, 2.7274, -1.7776], [2.1183, 2.6010, -2.0480], [0.3716, -0.4059, -2.8235], [0.2967, -1.2492, -1.2578], [-1.3499, 1.1393, -2.0677], [-2.0157, -0.5361, -2.0058], [-1.5088, -0.6026, 0.4218], [-2.5086, 0.6985, 0.0450], [-2.1133, 2.7091, 0.6112], [-0.9227, 3.2138, -0.5227], [-0.5109, 3.4471, 1.1279], [-0.1616, 1.7509, 2.7106], [-0.0375, 0.0252, 2.2944], [-1.6493, 0.7806, 2.3842], [2.1408, 1.2103, 1.5264], [5.5516, -0.3442, -5.8915], [6.4902, 0.3802, -4.9236], [6.9709, -0.5352, -3.7998], [7.7652, 0.8472, -5.6631], [7.6566, 2.0652, -6.5281], [7.1845, 3.2144, -5.6787], [5.8470, 2.9586, -4.9868], [5.7873, 3.9381, -3.8060], [4.7939, 3.1472, -6.0496], [5.8311, 1.5889, -4.3854], [4.6785, 1.2814, -3.6401], [5.4760, 0.3010, -6.7698], [5.9362, -1.3233, -6.1823], [4.5289, -0.4798, -5.5407], [7.2431, -1.5015, -4.2270], [7.8537, -0.1607, -3.2798], [6.2155, -0.6977, -3.0255], [8.6793, 0.9975, -5.0755], [8.0728, 0.0195, -6.3172], [8.5550, 2.2553, -7.1142], [6.8680, 1.8464, -7.2663], [7.2180, 4.1661, -6.2042], [7.9375, 3.1679, -4.8746], [4.7571, 4.0521, -3.4670], [6.1500, 4.9250, -4.1091], [6.4752, 3.6574, -3.0115], [3.7775, 3.0100, -5.6483], [4.8040, 2.4693, -6.8996], [4.6863, 4.1819, -6.3895], [5.0560, 0.8535, -2.8619], [-4.5298, -3.9421, 2.9947], [-5.1752, -3.1334, 1.8590], [-4.0623, -2.9346, 0.8107], [-6.3410, -3.9015, 1.2365], [-7.5474, -3.9592, 2.1792], [-7.9985, -2.5163, 2.4211], [-6.9710, -1.5361, 3.0110], [-7.4816, -0.1100, 2.6705], [-6.8901, -1.7489, 4.5220], [-5.6420, -1.8654, 2.4449], [-4.6838, -0.8542, 2.5077], [-5.1916, -4.5802, 3.5798], [-3.8468, -4.6557, 2.5132], [-3.8734, -3.3207, 3.6012], [-3.1273, -2.4689, 1.1330], [-3.7757, -3.7193, 0.1104], [-4.3837, -2.1368, 0.1197], [-6.5544, -3.6496, 0.1957], [-6.0795, -4.9636, 1.1229], [-8.3002, -4.5993, 1.7211], [-7.2374, -4.4209, 3.1171], [-8.9391, -2.5776, 2.9862], [-8.4533, -2.1010, 1.5134], [-7.7166, 0.0112, 1.6141], [-6.7100, 0.5881, 2.9848], [-8.4056, -0.0643, 3.2459], [-6.0841, -1.1436, 4.9543], [-6.5023, -2.7364, 4.7864], [-7.8187, -1.5547, 5.0581], [-4.8833, -0.2098, 1.8122], [-3.5840, 4.2082, 3.5465], [-4.3634, 3.5132, 4.6429], [-5.4026, 2.5981, 3.9567], [-3.4796, 2.4897, 5.3707], [-2.5795, 3.1069, 6.4240], [-3.4605, 3.7977, 7.4590], [-4.3890, 4.8965, 6.8046], [-5.4551, 5.1514, 7.8602], [-3.5499, 6.1158, 6.4513], [-5.1014, 4.2766, 5.6615], [-5.9943, 5.1977, 5.0728], [-3.2298, 3.6221, 2.6984], [-4.2838, 4.9287, 3.0950], [-2.7601, 4.8906, 3.7773], [-5.8121, 1.7796, 4.5515], [-6.1453, 3.2106, 3.4415], [-4.9311, 1.9342, 3.2189], [-3.9858, 1.6021, 5.7524], [-2.7621, 2.1116, 4.6317], [-1.9753, 2.2529, 6.7503], [-1.8340, 3.7074, 5.8936], [-2.8212, 4.2772, 8.2005], [-4.1788, 3.1101, 7.9005], [-6.2905, 5.7186, 7.4408], [-5.0423, 5.7715, 8.6616], [-5.9279, 4.2952, 8.3404], [-2.7574, 5.9061, 5.7383], [-3.1237, 6.5932, 7.3389], [-4.1755, 6.9379, 6.0879], [-6.8510, 4.7622, 5.1446], [-5.6716, 2.7021, -0.3738], [-5.9651, 1.7852, -1.5486], [-4.6691, 1.1945, -2.0897], [-6.7750, 0.7010, -1.1149], [-5.2254, 2.1766, 0.4774], [-6.5559, 3.1843, 0.0427], [-4.9355, 3.4526, -0.6758], [-6.4889, 2.3408, -2.3275], [-4.0191, 2.0257, -2.3898], [-4.7563, 0.4913, -2.9137], [-4.0571, 0.7819, -1.2819], [-6.2479, -0.0455, -0.8212], [3.7437, 5.8337, -0.3601], [2.6952, 5.0970, 0.3906], [2.3355, 5.6081, 1.7964], [1.4863, 5.0323, -0.3590], [3.4017, 6.7837, -0.7863], [4.1787, 5.2686, -1.1838], [4.5433, 6.1848, 0.3000], [3.0720, 4.0882, 0.6107], [2.1171, 6.6758, 1.7414], [3.2008, 5.5170, 2.4659], [1.5959, 4.9749, 2.2820], [1.1135, 4.1610, -0.1816], [3.9706, -1.5888, 2.2479], [3.8498, -3.0480, 1.9830], [3.5973, -3.8736, 3.2651], [2.7632, -3.2754, 1.0895], [4.9118, -1.3238, 2.7337], [3.1688, -1.3471, 2.9523], [3.9278, -0.9626, 1.3563], [4.7782, -3.4322, 1.5370], [4.3139, -3.7451, 4.0795], [3.6598, -4.9148, 2.9313], [2.6316, -3.7419, 3.7569], [2.6783, -4.2362, 1.0647]],
  "forces_ev_per_angstrom": [[-0.28, -0.75, -1.15], [1.16, 0.93, 0.44], [-0.38, -1.39, 1.02], [0.20, -0.66, 0.93], [-0.21, -0.28, 0.63], [1.33, -0.37, -0.61], [-2.02, -0.59, 0.74], [-0.09, 1.45, 0.36], [0.18, -0.19, -0.68], [-0.78, 0.28, 0.36], [0.38, 0.07, 0.32], [-0.16, -0.14, 0.40], [0.27, -0.10, 0.05], [-0.05, 0.42, 0.40], [0.00, 0.97, -0.50], [0.19, 0.10, -0.60], [-0.06, 0.22, 0.25], [0.19, 0.72, -0.82], [-0.06, 0.12, -0.44], [0.09, 0.15, -0.43], [-0.16, 0.24, -0.06], [0.00, 0.11, 0.18], [-0.43, -0.24, -0.37], [0.17, -0.21, -0.19], [0.14, -0.22, 0.12], [-0.04, -0.46, -0.28], [0.14, 0.21, 0.00], [0.43, -0.05, 0.19], [-0.13, -0.04, -0.01], [0.03, -0.21, -0.27], [-0.36, -0.54, -0.10], [-0.45, 0.75, 0.61], [-0.03, 0.09, -0.53], [-0.34, -0.46, -0.96], [1.60, 1.04, 0.74], [-1.30, -1.05, 0.11], [-0.93, 1.26, 0.00], [0.78, -0.43, -0.55], [0.48, 0.12, -0.65], [0.77, -1.01, 0.00], [-0.72, 0.31, 0.14], [-0.01, 0.39, -0.22], [0.09, -0.11, 0.11], [0.09, 0.22, 0.28], [0.06, 0.38, -0.12], [-0.30, -0.36, -0.13], [0.30, -0.45, 0.14], [0.15, -0.25, 0.06], [0.20, -0.01, 0.00], [-0.46, -0.15, -0.25], [0.07, -0.04, -0.08], [0.44, -0.16, -0.23], [0.21, 0.45, 0.34], [0.05, 0.32, 0.55], [0.04, -0.39, -0.14], [-0.35, -0.06, 0.36], [-0.15, -0.06, 0.22], [-0.12, -0.09, 0.16], [0.00, 0.14, 0.22], [0.15, 0.08, -0.03], [0.08, 0.13, -0.49], [0.06, 1.20, -0.05], [-0.14, -0.17, 0.37], [1.15, -1.02, -0.89], [-2.01, -0.24, -1.21], [1.63, -0.99, 1.05], [0.47, -0.79, 0.15], [-0.50, 0.63, -0.61], [-2.51, 0.61, 0.42], [1.86, 0.22, 0.09], [-0.27, 0.05, -0.32], [-0.05, -0.30, -0.20], [0.07, 0.05, -0.10], [0.14, 0.08, 0.44], [-0.09, -0.08, 0.08], [-0.04, 0.26, -0.14], [-0.12, -0.24, -0.18], [-0.56, -0.11, 0.82], [-0.19, -0.13, 0.08], [0.15, 0.10, 0.30], [0.25, 0.15, -0.22], [-0.23, 0.10, 0.20], [-0.04, 0.90, 0.04], [0.13, -0.06, 0.35], [-0.27, 0.05, -0.26], [-0.25, -0.44, 0.07], [0.21, -0.34, 0.33], [0.59, 0.04, -0.03], [0.67, 0.01, -0.22], [-0.29, 0.28, 0.18], [0.91, -1.22, -0.72], [0.70, -0.34, 0.62], [-0.10, 2.26, -1.27], [0.09, -1.65, 0.43], [0.75, 1.23, -0.67], [-1.74, -0.62, -0.37], [0.07, -1.05, -0.39], [0.70, -1.26, 0.42], [0.87, 0.22, 0.67], [-0.99, 0.59, -1.65], [0.24, 0.24, 0.54], [-0.21, 0.47, 0.26], [-0.03, -0.12, 0.11], [-0.33, 0.16, 0.20], [-0.09, -0.44, 0.81], [-0.48, -0.70, 0.62], [-0.37, -0.11, -0.05], [-0.31, 0.81, 0.22], [0.68, 0.13, 0.07], [-0.31, 0.24, 0.16], [-0.07, -0.05, 0.02], [0.45, 0.33, 0.83], [0.75, -0.06, -0.46], [0.15, -0.02, -0.06], [-0.46, 0.36, 0.11], [0.03, 0.69, 0.03], [-0.29, 0.50, -0.14], [-0.53, -0.30, -0.35], [-0.05, 0.02, -0.05], [-0.06, -0.21, -0.09], [-0.51, 2.35, -0.90], [-0.39, -2.57, 0.47], [0.21, -0.22, -0.98], [1.47, 0.29, -0.50], [-0.29, -0.91, -0.41], [0.27, 0.64, -1.12], [0.44, -1.41, 0.40], [-0.53, 1.51, 0.27], [-0.64, 1.10, 0.33], [0.75, -0.56, 0.27], [0.08, 0.30, -0.30], [-0.18, -0.63, 0.39], [-0.07, -0.16, -0.11], [0.13, -0.44, 0.73], [-0.48, 0.83, 0.82], [-0.25, -0.34, 0.05], [0.39, 0.67, -0.40], [-0.44, 0.32, 0.15], [-0.40, -0.21, -0.27], [-0.11, 0.26, 0.85], [-0.27, 0.66, 0.36], [-0.37, 0.05, 0.33], [0.45, -0.40, 0.22], [0.17, 0.16, -0.05], [0.04, -0.04, 0.01], [0.45, -0.43, -0.33], [-0.04, -0.05, 0.00], [0.26, -0.51, 0.15], [-0.08, -0.30, -0.51], [0.04, 0.05, 0.05], [0.34, 0.35, 0.22], [0.91, -1.07, 0.66], [0.92, 1.30, 0.11], [-1.25, 0.07, -0.11], [0.06, -0.32, -0.20], [-0.10, 0.07, -0.31], [-0.20, 0.20, 0.06], [-0.21, -0.22, 0.01], [-0.12, -0.07, -0.46], [-0.25, -0.02, 0.04], [-0.44, -0.47, 0.09], [0.29, 0.12, -0.06], [0.72, 1.48, -0.24], [-0.65, -1.05, 1.54], [1.43, 0.45, -0.10], [0.13, -0.33, -0.42], [-0.48, -0.20, -0.04], [-0.07, -0.17, 0.10], [0.11, -0.49, 0.09], [-0.10, -0.12, -0.56], [-0.60, -0.12, 0.25], [0.15, 0.09, -0.20], [-0.50, 0.30, -0.34], [-0.07, 0.10, -0.06], [-0.08, 0.81, 0.53], [0.11, -0.72, 0.67], [0.30, -0.44, -0.17], [0.19, -0.08, 0.02], [0.02, -0.29, 0.11], [-0.04, 0.46, -0.23], [-0.28, -0.18, -0.09], [-0.04, 0.05, -0.07], [0.37, 0.13, -0.37], [-0.06, -0.13, 0.37], [-0.22, 0.34, -0.53], [-0.29, 0.09, -0.26]]
}